Record 1
The following is a DFT calculation (ωB97M-V/def2-TZVPD) of a structure of composition C10H14B2CoF4N6 in a non-equilibrium geometry.

Each line ends with the Mulliken charge.
CARTESIAN COORDINATES (ANGSTROEM)
C  -0.190  -2.755  1.112  -0.02
N  -0.341  -1.411  0.885  0.16
N  -1.143  -1.280  -0.243  0.29
C  -1.647  -2.496  -0.552  -0.02
C  -1.070  -3.445  0.282  -1.01
B  -1.407  0.075  -1.019  -0.04
N  -1.564  1.120  0.151  0.03
N  -0.909  1.081  1.384  0.47
C  -1.341  2.139  2.127  -0.21
C  -2.361  2.784  1.417  -1.04
C  -2.504  2.100  0.197  -0.04
Co  0.403  0.010  1.965  -0.24
N  -0.536  0.437  -2.407  0.55
N  0.835  0.811  -2.496  -0.56
C  1.178  0.879  -3.783  -0.12
C  0.019  0.642  -4.602  -0.51
C  -1.015  0.366  -3.699  0.00
H  2.213  1.069  -4.106  0.44
H  -2.067  0.129  -3.870  0.44
H  -0.022  0.684  -5.687  0.42
H  -2.505  -0.074  -1.510  -0.07
H  -3.125  2.294  -0.688  0.48
H  -2.337  -2.609  -1.370  0.48
H  -2.876  3.684  1.697  0.45
H  -1.250  -4.493  0.281  0.45
H  -0.890  2.346  3.095  0.52
H  0.568  -3.115  1.780  0.48
H  1.506  1.244  0.945  0.16
C  1.810  1.460  1.982  -0.57
H  1.618  2.526  2.157  0.41
H  1.231  0.845  2.802  0.64
H  2.855  1.142  1.997  0.42
F  1.898  -1.116  2.025  -0.49
B  3.580  -1.704  1.957  0.49
F  3.367  -2.844  1.234  -0.28
F  4.178  -0.691  1.259  -0.31
F  3.842  -1.837  3.298  -0.26

As for the expectation value of S²: 3.801. The HOMO energy (alpha / beta) comes out at -16.6731 / -16.6649 eV. The value obtained for the total energy is -2549.36255 Eh. The energy above the lowest of the compared OMol25 structures with the same formula, charge and spin comes out at 0.0 kcal per mole. As for the HOMO-LUMO gap (alpha / beta): 6.40 / 6.06 eV. Its spin multiplicity is 4. As for the total charge: +2.

---

Record 2
The following is a DFT calculation (ωB97M-V/def2-TZVPD) of a structure of composition C6H13O2 in a non-equilibrium geometry.

Each line ends with the Mulliken charge.
CARTESIAN COORDINATES (ANGSTROEM)
C  -0.681  0.061  -1.424  -0.84
C  0.224  -0.988  -0.672  -0.33
C  -0.321  1.221  0.729  -0.29
C  -0.494  1.351  -0.713  0.69
C  0.677  2.019  -1.333  -1.67
C  0.065  -2.334  2.217  -0.65
O  -0.557  -1.299  1.464  -0.24
O  0.388  -0.547  0.641  -0.14
H  -0.539  0.206  -2.481  0.44
H  -1.754  -0.349  -1.396  0.33
H  -0.014  -1.987  -0.816  0.36
H  1.360  -0.881  -0.897  0.30
H  0.536  1.758  1.138  0.29
H  -1.058  0.812  1.436  0.20
H  -1.393  1.972  -0.721  0.38
H  0.441  2.564  -2.222  0.41
H  1.437  1.341  -1.449  0.40
H  0.992  2.845  -0.702  0.45
H  1.001  -2.434  1.756  0.35
H  -0.396  -3.269  2.205  0.28
H  0.087  -2.063  3.240  0.28

The HOMO energy comes out at -15.3428 eV. The value obtained for the total energy is -386.42804 Eh. The energy above the lowest of the compared OMol25 structures with the same formula, charge and spin comes out at 129.4 kcal per mole. As for the HOMO-LUMO gap: 10.74 eV. Its spin multiplicity is 1. As for the total charge: +1.

---

Record 3
The following is a DFT calculation (ωB97M-V/def2-TZVPD) of a cluster of 15 separate species, C34H53FN16O2 in total in a non-equilibrium geometry.

Each line ends with the Mulliken charge.
CARTESIAN COORDINATES (ANGSTROEM)
N  4.193  0.108  1.567  -0.57
C  3.901  0.672  0.329  -0.10
C  2.652  0.063  -0.588  0.58
O  2.182  1.144  -1.466  -0.29
C  0.794  1.561  -1.128  0.29
O  -0.028  1.729  -2.193  -0.58
N  0.405  1.741  0.319  0.09
C  -1.083  1.863  0.535  -0.47
C  -1.870  0.450  0.814  0.24
C  -1.138  -0.887  0.214  0.24
F  -2.172  -1.980  0.165  -0.34
H  5.011  0.622  1.997  0.24
H  4.546  1.555  -0.090  0.33
H  1.824  -0.467  0.043  -0.28
H  3.137  -0.788  -1.271  0.00
H  0.938  2.517  0.792  0.32
H  -1.669  2.440  -0.298  0.49
H  -1.218  2.511  1.528  -0.01
H  -2.943  0.511  0.306  -0.35
H  -2.046  0.301  1.975  0.17
H  -0.175  -1.230  0.820  -0.18
H  -0.843  -0.698  -0.927  0.11
C  1.160  -0.987  4.241  -0.74
C  0.865  0.486  4.007  0.48
N  0.619  1.707  3.814  -0.57
H  1.392  -1.476  3.290  0.21
H  2.016  -1.093  4.913  0.22
H  0.291  -1.475  4.689  0.33
C  -5.649  1.934  -0.975  -0.34
C  -4.485  2.713  -0.386  0.47
N  -3.519  3.361  0.102  -0.59
H  -5.309  0.949  -1.306  -0.05
H  -6.431  1.805  -0.221  0.26
H  -6.065  2.473  -1.830  0.33
C  2.487  -0.784  -5.096  -0.12
C  3.009  -1.707  -4.007  0.44
N  3.441  -2.472  -3.103  -0.64
H  3.309  -0.478  -5.750  -0.06
H  1.731  -1.301  -5.693  0.18
H  2.039  0.107  -4.647  0.26
C  -2.205  5.547  2.514  -0.57
C  -1.991  5.911  3.974  0.42
N  -1.814  6.213  5.186  -0.56
H  -3.005  4.806  2.428  0.20
H  -2.483  6.438  1.945  0.39
H  -1.286  5.129  2.096  0.17
C  -2.360  3.568  6.832  -0.33
C  -2.563  2.091  6.535  0.32
N  -2.731  0.866  6.289  -0.51
H  -3.306  4.019  7.143  0.30
H  -1.627  3.690  7.634  0.24
H  -1.998  4.081  5.937  -0.07
C  6.741  -2.176  -2.153  -0.35
C  7.968  -1.279  -2.197  0.26
N  8.985  -0.534  -2.233  -0.45
H  6.353  -2.227  -1.132  0.23
H  5.964  -1.777  -2.810  -0.02
H  7.005  -3.184  -2.484  0.30
C  2.740  1.135  7.618  -0.68
C  2.537  -0.342  7.322  0.48
N  2.369  -1.567  7.076  -0.54
H  1.794  1.586  7.929  0.22
H  3.473  1.257  8.420  0.33
H  3.102  1.649  6.723  0.26
C  3.074  -2.230  -9.144  -0.73
C  1.914  -1.667  -8.339  0.48
N  0.952  -1.200  -7.671  -0.56
H  3.347  -1.533  -9.942  0.26
H  3.939  -2.384  -8.494  0.26
H  2.789  -3.187  -9.590  0.31
C  -3.531  -4.813  -1.139  -0.46
C  -3.817  -5.838  -2.224  0.22
N  -4.055  -6.689  -3.124  -0.52
H  -2.822  -4.067  -1.509  0.15
H  -4.457  -4.309  -0.848  0.23
H  -3.103  -5.307  -0.262  0.38
C  -5.979  -1.026  2.496  -0.79
C  -6.128  -1.205  0.994  0.47
N  -6.251  -1.353  -0.252  -0.51
H  -5.630  -1.958  2.950  0.30
H  -5.255  -0.235  2.708  0.23
H  -6.942  -0.755  2.936  0.32
C  -4.145  -2.193  -4.190  -0.69
C  -4.996  -1.144  -3.494  0.45
N  -5.703  -0.273  -2.917  -0.55
H  -4.559  -3.189  -4.009  0.18
H  -4.128  -2.005  -5.267  0.31
H  -3.122  -2.158  -3.805  0.21
C  -1.924  -9.741  -3.427  -0.43
C  -1.403  -10.664  -2.338  0.29
N  -0.970  -11.430  -1.434  -0.41
H  -1.103  -9.436  -4.081  0.25
H  -2.681  -10.259  -4.024  0.25
H  -2.372  -8.851  -2.978  0.05
C  5.529  2.797  -6.058  -0.75
C  5.326  1.320  -6.355  0.47
N  5.158  0.094  -6.601  -0.59
H  4.582  3.248  -5.747  0.26
H  6.262  2.919  -5.256  0.27
H  5.891  3.310  -6.953  0.29
C  1.588  7.983  6.998  -0.71
C  1.501  6.602  7.628  0.37
N  1.428  5.457  8.151  -0.46
H  2.338  8.584  7.521  0.31
H  1.872  7.895  5.946  0.24
H  0.620  8.486  7.065  0.25

The HOMO energy comes out at -10.0277 eV. The value obtained for the total energy is -2453.13255 Eh. As for the HOMO-LUMO gap: 10.25 eV. Its spin multiplicity is 1.

---

Record 4
The following is a DFT calculation (ωB97M-V/def2-TZVPD) of a cluster of 2 separate species, C12H19NO in total in a non-equilibrium geometry.

Each line ends with the Mulliken charge.
CARTESIAN COORDINATES (ANGSTROEM)
C  1.341  2.271  1.106  -0.53
C  2.573  3.171  1.312  -1.32
C  0.055  1.681  -0.911  -0.97
C  2.176  0.218  -1.925  -1.06
C  2.331  0.776  -0.549  0.56
O  3.082  0.351  0.318  -0.55
N  1.276  1.585  -0.157  0.43
H  1.392  1.526  1.882  0.29
H  0.454  2.883  1.250  0.44
H  2.986  3.311  2.293  0.39
H  2.694  4.007  0.618  0.35
H  0.078  2.285  -1.831  0.38
H  1.508  -0.655  -1.855  -0.09
H  3.333  2.545  0.851  0.34
H  -0.361  0.722  -1.186  0.11
H  -0.745  2.108  -0.311  0.35
H  1.809  0.894  -2.679  0.32
H  3.123  -0.218  -2.226  0.45
C  -1.577  -2.044  -1.904  -1.59
C  -3.001  -1.423  0.065  -0.86
C  -1.782  -1.892  -0.420  0.93
C  -3.166  -1.194  1.456  -0.57
C  -2.289  -1.884  2.290  -0.27
C  -0.876  -2.496  0.455  -0.56
C  -1.163  -2.552  1.833  -0.95
H  -3.687  -1.032  -0.663  0.32
H  -4.015  -0.656  1.844  0.57
H  -1.625  -1.179  -2.564  0.29
H  -2.226  -2.868  -2.185  0.50
H  -2.636  -1.992  3.321  0.32
H  0.110  -2.717  0.048  0.30
H  -0.631  -3.185  2.528  0.42
H  -0.540  -2.346  -2.103  0.24

As for the expectation value of S²: 0.758. The HOMO energy (alpha / beta) comes out at 0.8511 / -4.0905 eV. The value obtained for the total energy is -598.56719 Eh. As for the HOMO-LUMO gap (alpha / beta): 2.43 / 7.21 eV. Its spin multiplicity is 2. As for the total charge: -1.

---

Record 5
The following is a DFT calculation (ωB97M-V/def2-TZVPD) of a cluster of 5 separate species, C2H12O4 in total in a non-equilibrium geometry.

Each line ends with the Mulliken charge.
CARTESIAN COORDINATES (ANGSTROEM)
C  -2.231  1.167  1.415  -0.40
C  -2.308  2.273  0.693  -0.46
H  -2.504  0.223  0.967  0.17
H  -1.718  1.150  2.366  0.22
H  -2.655  2.262  -0.317  0.24
H  -1.810  3.145  1.101  0.21
O  0.571  0.443  -2.955  -0.64
H  1.066  0.454  -2.126  0.39
H  1.070  0.701  -3.726  0.28
O  -0.145  -1.082  -0.240  -0.56
H  0.134  -2.000  -0.352  0.29
H  -1.101  -1.211  -0.180  0.30
O  1.311  -2.918  1.994  -0.63
H  0.429  -2.520  1.987  0.32
H  1.242  -3.674  1.402  0.31
O  2.586  0.558  -0.901  -0.63
H  3.384  1.090  -0.960  0.29
H  2.678  -0.060  -0.170  0.30

The HOMO energy comes out at -10.0873 eV. The value obtained for the total energy is -384.30313 Eh. The energy above the lowest of the compared OMol25 structures with the same formula, charge and spin comes out at 36.3 kcal per mole. As for the HOMO-LUMO gap: 10.46 eV. Its spin multiplicity is 1. As for the structure (SMILES): C=C.O.O.O.O.

---

Record 6
The following is a DFT calculation (ωB97M-V/def2-TZVPD) of an isolated molecule of C3H6ClN3 in a non-equilibrium geometry.

Each line ends with the Mulliken charge.
CARTESIAN COORDINATES (ANGSTROEM)
H  -2.159  2.072  -0.306  0.24
N  -1.144  2.192  -0.260  -0.76
C  -0.432  1.139  -0.011  0.50
N  0.948  1.220  0.175  -0.59
C  -0.891  -0.315  0.099  0.14
Cl  -2.584  -0.644  0.065  -0.24
C  -0.148  -1.409  -0.115  -0.24
N  1.204  -1.510  -0.094  -0.46
H  1.135  0.765  1.047  0.28
H  1.283  2.141  0.158  0.25
H  -0.615  -2.370  -0.083  0.36
H  1.781  -0.746  -0.502  0.29
H  1.622  -2.536  -0.173  0.25

The HOMO energy comes out at -8.2641 eV. The value obtained for the total energy is -742.34666 Eh. The energy above the lowest of the compared OMol25 structures with the same formula, charge and spin comes out at 10.4 kcal per mole. As for the HOMO-LUMO gap: 8.98 eV. Its spin multiplicity is 1. As for the structure (SMILES): [H]/N=C(N)\C(Cl)=C/N.

---

Record 7
The following is a DFT calculation (ωB97M-V/def2-TZVPD) of a structure of composition C25H40NO3P3V in a non-equilibrium geometry.

Each line ends with the Mulliken charge.
CARTESIAN COORDINATES (ANGSTROEM)
C  -1.735  2.921  -3.837  -1.00
C  -1.511  1.714  -3.158  0.24
C  -0.158  1.344  -2.969  0.64
C  0.877  2.304  -3.046  0.42
C  0.622  3.524  -3.677  -1.09
C  -0.674  3.778  -4.150  -0.64
C  2.118  1.885  -2.319  0.20
C  2.525  0.532  -2.812  0.15
C  1.466  -0.397  -2.761  0.59
C  1.727  -1.789  -2.748  0.25
C  3.001  -2.207  -3.145  -0.89
C  4.007  -1.272  -3.410  -0.66
C  3.803  0.091  -3.165  -1.09
H  -2.759  3.205  -4.069  0.42
H  1.438  4.253  -3.791  0.45
H  -0.864  4.684  -4.729  0.40
H  2.910  2.606  -2.444  0.82
H  3.201  -3.276  -3.199  0.41
H  4.978  -1.616  -3.764  0.39
H  4.617  0.825  -3.251  0.45
N  0.175  0.072  -2.500  -0.40
V  -0.038  0.161  -0.263  -1.15
C  -2.579  0.887  -2.489  -1.06
H  -2.613  -0.147  -2.886  0.40
H  -3.569  1.353  -2.610  0.55
C  0.687  -2.683  -2.160  -0.95
H  -0.256  -2.675  -2.746  0.46
H  1.043  -3.721  -2.080  0.55
P  -2.257  0.706  -0.649  1.01
P  0.237  -2.117  -0.434  1.79
C  1.349  -3.174  0.547  -1.36
H  1.255  -2.913  1.610  0.29
H  1.088  -4.230  0.390  0.47
H  2.382  -2.985  0.227  0.42
C  -1.339  -3.036  -0.310  -1.35
H  -1.101  -4.109  -0.332  0.54
H  -1.865  -2.796  0.622  0.09
H  -1.983  -2.788  -1.164  0.33
C  -2.681  2.379  -0.054  -1.29
H  -3.723  2.629  -0.303  0.51
H  -2.526  2.427  1.032  0.27
H  -2.006  3.104  -0.530  0.33
C  -3.608  -0.340  -0.045  -1.10
H  -3.452  -0.532  1.028  0.17
H  -4.581  0.150  -0.182  0.47
H  -3.608  -1.305  -0.568  0.34
H  1.814  1.742  -1.188  -0.51
H  1.283  -0.595  0.162  0.16
C  -1.662  -2.061  4.484  -1.61
C  -1.325  -1.742  3.044  0.60
O  -1.161  -0.310  2.902  -0.42
P  -0.020  0.424  1.947  1.13
O  1.325  0.045  2.810  -0.27
C  1.819  0.673  4.035  -0.24
C  0.914  0.532  5.227  -0.85
O  -0.432  1.877  2.572  -0.28
C  0.155  3.137  2.174  0.06
C  -0.490  4.195  3.034  -1.45
H  -0.794  -1.859  5.123  0.27
H  -1.906  -3.126  4.568  0.44
H  -2.530  -1.497  4.845  0.32
H  -0.411  -2.288  2.737  -0.02
H  -2.143  -2.055  2.375  -0.02
H  2.777  0.176  4.236  0.44
H  2.032  1.732  3.839  0.16
H  0.692  -0.518  5.432  0.07
H  1.430  0.957  6.098  0.47
H  -0.022  1.090  5.105  0.24
H  1.241  3.131  2.338  0.43
H  -0.032  3.321  1.104  0.06
H  -0.362  3.977  4.102  0.31
H  -0.009  5.153  2.811  0.42
H  -1.566  4.282  2.847  0.31

As for the expectation value of S²: 2.035. The HOMO energy (alpha / beta) comes out at -9.7713 / -9.7448 eV. The value obtained for the total energy is -3224.94723 Eh. The energy above the lowest of the compared OMol25 structures with the same formula, charge and spin comes out at 21.6 kcal per mole. As for the HOMO-LUMO gap (alpha / beta): 5.92 / 5.96 eV. Its spin multiplicity is 3. As for the total charge: +1.

---

Record 8
The following is a DFT calculation (ωB97M-V/def2-TZVPD) of a cluster of 2 separate species, C5H13N in total in a non-equilibrium geometry.

Each line ends with the Mulliken charge.
CARTESIAN COORDINATES (ANGSTROEM)
C  1.641  -0.866  0.341  -0.98
C  2.725  0.153  0.812  -0.25
C  2.236  1.586  0.842  -0.99
H  1.038  -0.359  -0.422  0.17
H  2.068  -1.769  -0.073  0.37
H  0.985  -1.235  1.145  0.28
H  3.065  -0.202  1.787  0.29
H  3.601  -0.014  0.178  0.29
H  1.898  1.800  1.862  0.27
H  1.353  1.775  0.242  0.27
H  3.009  2.321  0.632  0.30
C  -3.188  -1.150  -1.716  -0.68
C  -2.405  -0.510  -0.753  0.40
N  -2.884  0.624  -0.214  -0.26
H  -4.269  -1.014  -1.684  0.30
H  -2.951  -1.989  -2.354  0.30
H  -1.510  -1.058  -0.475  0.33
H  -3.048  0.750  0.773  0.29
H  -3.363  1.155  -0.922  0.32

As for the expectation value of S²: 0.768. The HOMO energy (alpha / beta) comes out at -13.7529 / -13.7528 eV. The value obtained for the total energy is -252.68988 Eh. The energy above the lowest of the compared OMol25 structures with the same formula, charge and spin comes out at 39.6 kcal per mole. As for the HOMO-LUMO gap (alpha / beta): 8.78 / 5.52 eV. Its spin multiplicity is 2. As for the total charge: +1.